[1]
Formula: C46H83F12N14O4P2
Source: OMol25
Level of theory: ωB97M-V/def2-TZVPD

Structure (XYZ):
```
161
Properties=species:S:1:pos:R:3:lowdin_charge:R:1
C -2.62 -23.14 -3.49 -0.018
C -2.11 -22.98 -4.97 -0.139
N -1.73 -21.64 -5.38 0.000
C -2.59 -20.59 -5.63 -0.032
C -1.86 -19.48 -5.98 0.011
N -0.50 -19.82 -5.84 -0.005
C -0.47 -21.17 -5.50 -0.028
C 0.56 -18.92 -5.98 -0.046
H -1.85 -22.88 -2.76 0.077
H -3.07 -24.08 -3.17 0.090
H -3.40 -22.41 -3.27 0.075
H -2.66 -23.49 -5.76 0.109
H -1.18 -23.54 -5.00 0.094
H -3.66 -20.68 -5.51 0.148
H -2.19 -18.51 -6.31 0.145
H 0.47 -21.65 -5.29 0.026
H 0.29 -18.03 -5.41 0.119
H 0.68 -18.72 -7.05 0.044
H 1.42 -19.40 -5.50 0.085
C -0.17 -29.42 -8.26 -0.040
C 1.08 -29.36 -7.29 -0.099
N 1.36 -27.92 -7.05 -0.033
C 2.15 -27.16 -7.92 0.027
C 2.31 -25.90 -7.32 -0.141
N 1.49 -25.85 -6.18 0.016
C 0.96 -27.14 -5.99 0.037
C 1.35 -24.79 -5.24 -0.069
H -0.64 -30.39 -8.12 0.090
H 0.13 -29.30 -9.30 0.056
H -0.88 -28.62 -8.04 0.054
H 1.93 -29.95 -7.64 0.134
H 0.79 -29.86 -6.37 0.123
H 2.50 -27.62 -8.83 0.126
H 3.01 -25.08 -7.41 -0.007
H 0.26 -27.41 -5.22 0.160
H 2.25 -24.17 -5.18 0.060
H 1.18 -25.22 -4.26 0.145
H 0.42 -24.29 -5.52 0.032
C 8.65 -25.06 -6.92 -0.044
C 7.20 -24.92 -7.53 -0.113
N 6.66 -23.55 -7.29 0.027
C 7.32 -22.37 -6.86 0.029
C 6.37 -21.35 -6.81 0.001
N 5.15 -21.82 -7.26 0.036
C 5.33 -23.20 -7.40 -0.105
C 3.94 -21.08 -7.47 -0.154
H 9.30 -24.26 -7.27 0.069
H 9.14 -25.96 -7.28 0.085
H 8.64 -25.12 -5.83 0.083
H 6.49 -25.61 -7.07 0.113
H 7.19 -25.22 -8.58 0.125
H 8.38 -22.29 -6.70 0.125
H 6.33 -20.35 -6.39 0.129
H 4.59 -23.87 -7.81 -0.011
H 3.38 -20.82 -6.57 0.040
H 3.20 -21.69 -7.99 0.074
H 4.13 -20.21 -8.10 0.182
C -5.87 -20.39 -8.59 -0.045
C -4.53 -19.64 -8.45 -0.161
N -3.43 -20.57 -8.43 -0.045
C -2.09 -20.22 -8.71 0.025
C -1.33 -21.36 -8.48 -0.152
N -2.16 -22.43 -8.15 0.038
C -3.43 -21.93 -8.07 0.062
C -1.72 -23.81 -7.97 -0.104
H -5.87 -21.03 -9.47 0.098
H -6.69 -19.67 -8.56 0.096
H -6.13 -21.09 -7.80 0.071
H -4.37 -18.99 -7.58 0.120
H -4.39 -18.97 -9.29 0.141
H -1.82 -19.20 -8.96 0.160
H -0.30 -21.67 -8.51 0.051
H -4.38 -22.41 -7.89 0.157
H -0.90 -23.79 -7.25 0.034
H -1.31 -24.29 -8.86 0.076
H -2.53 -24.47 -7.67 0.142
C 4.45 -24.40 -9.23 -0.038
C 3.52 -24.33 -10.46 -0.072
N 2.30 -25.11 -10.29 0.076
C 2.09 -26.45 -10.58 0.005
C 0.87 -26.79 -10.10 -0.039
N 0.30 -25.74 -9.38 0.016
C 1.21 -24.76 -9.44 -0.058
C -0.85 -25.89 -8.52 -0.025
H 5.26 -23.67 -9.27 0.105
H 5.03 -25.30 -9.02 0.121
H 3.89 -24.07 -8.36 0.044
H 3.99 -24.79 -11.33 0.160
H 3.16 -23.31 -10.62 0.050
H 2.82 -27.02 -11.15 0.158
H 0.41 -27.75 -10.28 0.129
H 1.04 -23.74 -9.12 0.045
H -1.74 -25.87 -9.16 0.144
H -0.76 -25.16 -7.72 0.070
H -0.83 -26.88 -8.08 0.084
C 1.91 -21.46 -5.09 -0.183
C 3.10 -21.95 -4.20 -0.066
N 3.32 -21.19 -2.97 -0.015
C 3.45 -19.85 -2.82 0.011
C 3.67 -19.68 -1.47 0.049
N 3.35 -20.86 -0.81 -0.086
C 3.26 -21.80 -1.75 0.023
C 3.39 -21.18 0.57 0.018
H 1.55 -22.33 -5.64 -0.091
H 2.27 -20.60 -5.65 0.081
H 1.06 -21.14 -4.49 0.107
H 4.03 -21.89 -4.76 0.127
H 2.97 -23.01 -3.98 0.089
H 3.57 -19.18 -3.66 0.099
H 3.86 -18.77 -0.92 0.146
H 3.25 -22.86 -1.56 0.182
H 4.31 -21.72 0.78 0.116
H 2.66 -21.95 0.82 0.115
H 3.40 -20.27 1.16 0.119
C 2.45 -17.46 -4.97 -0.052
C 2.90 -17.37 -6.44 -0.084
N 2.45 -18.48 -7.23 -0.079
C 2.86 -19.75 -7.06 -0.257
C 2.20 -20.52 -7.98 -0.255
N 1.25 -19.78 -8.63 0.082
C 1.46 -18.44 -8.21 0.032
C 0.45 -20.23 -9.73 -0.044
H 2.77 -18.35 -4.43 0.022
H 1.37 -17.49 -4.88 0.049
H 2.84 -16.70 -4.31 0.112
H 3.98 -17.49 -6.50 0.145
H 2.59 -16.51 -7.02 0.150
H 3.58 -19.99 -6.29 0.156
H 2.36 -21.56 -8.20 -0.029
H 0.84 -17.60 -8.47 0.183
H 0.45 -19.47 -10.52 0.167
H -0.57 -20.49 -9.48 0.039
H 0.75 -21.17 -10.20 0.009
C -0.03 -22.49 -10.14 -0.084
C -0.58 -23.06 -11.43 -0.707
O -1.25 -24.11 -11.47 -0.027
O -0.40 -22.47 -12.51 -0.001
H 0.20 -21.45 -10.37 -0.027
H 0.88 -23.05 -9.91 0.059
H -0.79 -22.61 -9.37 0.070
C 4.05 -23.86 -5.28 -0.056
C 4.09 -25.27 -5.74 -0.643
O 4.39 -25.49 -6.96 -0.127
O 3.83 -26.19 -4.94 0.073
H 3.16 -23.52 -5.81 0.058
H 4.92 -23.30 -5.60 0.103
H 3.94 -23.90 -4.19 0.112
P 3.53 -21.20 -10.73 0.382
F 4.00 -21.43 -12.30 -0.101
F 4.71 -20.13 -10.33 -0.102
F 2.60 -19.87 -11.14 -0.122
F 2.94 -21.07 -9.27 -0.208
F 2.26 -22.17 -11.07 -0.107
F 4.45 -22.39 -10.18 -0.157
P 1.34 -22.90 -7.32 0.695
F 0.84 -23.22 -5.75 -0.182
F 0.10 -23.67 -7.95 -0.247
F 0.54 -21.48 -7.44 -0.116
F 2.01 -22.60 -8.78 -0.116
F 2.52 -22.08 -6.49 -0.322
F 2.26 -24.27 -7.31 -0.139
```

Calculated values
**Calculated total energy**: -4747.41139 Ha
**Molar mass**: 1186.2 g/mol
**Energy above the lowest of the compared OMol25 structures with the same formula, charge and spin**: 8257.2 kJ/mol
**Net charge**: +3

=====

[2]
Formula: C46H86O16S
Source: OMol25
Level of theory: ωB97M-V/def2-TZVPD

Structure (XYZ):
```
149
Properties=species:S:1:pos:R:3:lowdin_charge:R:1
C -1.38 -0.13 -2.15 0.124
C -2.52 -0.13 -2.54 -0.123
C -3.81 0.13 -3.27 -0.094
C -4.22 -1.02 -4.27 -0.314
C -3.07 -1.25 -5.30 -0.094
C -2.53 -2.70 -5.46 -0.161
C -1.68 -3.23 -4.24 -0.193
C -0.22 -3.67 -4.60 -0.193
C 0.13 -4.93 -3.73 -0.240
C -0.27 -6.28 -4.43 -0.103
O -5.23 -0.30 -5.09 -0.185
S -6.69 -0.36 -4.37 0.665
O -7.73 -0.84 -5.23 -0.227
O -7.09 0.84 -3.69 -0.236
O -6.26 -1.46 -3.24 -0.210
C -5.06 -2.20 -3.72 -0.335
C -4.62 -2.95 -2.44 -0.025
C -4.58 -2.11 -1.14 -0.213
O -3.64 -2.25 -0.39 0.036
C -5.69 -3.22 -4.74 -0.112
C -7.07 -3.80 -4.33 -0.147
C -7.04 -5.34 -4.64 -0.252
O -6.63 -5.62 -5.99 -0.074
H -0.43 -0.40 -1.69 0.053
H -3.79 1.06 -3.87 0.147
H -4.62 0.25 -2.53 0.114
H -3.45 -0.94 -6.30 0.127
H -2.19 -0.60 -5.12 0.121
H -3.29 -3.44 -5.77 0.099
H -1.82 -2.67 -6.31 0.083
H -2.20 -4.15 -3.89 0.090
H -1.69 -2.54 -3.37 0.089
H -0.19 -3.91 -5.68 0.099
H 0.47 -2.83 -4.36 0.102
H 1.18 -4.92 -3.38 0.100
H -0.50 -4.87 -2.82 0.085
H -0.38 -6.17 -5.53 0.068
H 0.50 -7.03 -4.19 0.038
H -1.24 -6.65 -4.04 0.067
H -3.65 -3.47 -2.51 0.114
H -5.38 -3.75 -2.25 0.134
H -5.35 -1.35 -0.86 0.139
H -4.98 -4.07 -4.80 0.105
H -5.73 -2.72 -5.73 0.135
H -7.84 -3.37 -4.99 0.113
H -7.30 -3.73 -3.25 0.117
H -8.00 -5.83 -4.40 0.117
H -6.25 -5.76 -3.97 0.117
H -5.76 -6.05 -5.94 0.083
C -2.43 2.70 0.24 -0.014
C -0.95 2.88 0.51 -0.491
O -0.15 2.02 0.19 0.054
C -0.52 4.15 1.18 -0.026
H -2.59 1.74 -0.25 0.057
H -2.98 2.72 1.18 0.074
H -2.78 3.49 -0.42 0.089
H -0.99 4.24 2.16 0.074
H -0.80 5.01 0.56 0.091
H 0.55 4.15 1.31 0.057
C -5.97 2.36 3.60 -0.020
C -4.74 3.02 4.16 -0.496
O -4.33 4.07 3.71 0.046
C -4.03 2.33 5.30 -0.015
H -6.37 2.97 2.79 0.084
H -5.72 1.38 3.21 0.086
H -6.73 2.27 4.38 0.087
H -3.69 1.34 4.98 0.087
H -4.70 2.23 6.15 0.088
H -3.16 2.92 5.60 0.075
C 1.20 -10.02 -2.70 -0.020
C 2.43 -9.14 -2.60 -0.499
O 2.38 -7.96 -2.89 0.063
C 3.71 -9.79 -2.14 -0.025
H 0.36 -9.42 -3.04 0.074
H 1.38 -10.82 -3.41 0.086
H 0.97 -10.43 -1.72 0.087
H 3.99 -10.59 -2.83 0.084
H 3.58 -10.19 -1.14 0.086
H 4.50 -9.04 -2.12 0.082
C 0.44 4.01 5.28 -0.018
C 1.60 4.32 4.37 -0.479
O 1.43 4.64 3.22 0.049
C 2.98 4.22 4.96 -0.018
H -0.49 4.12 4.73 0.066
H 0.51 2.98 5.63 0.087
H 0.43 4.70 6.13 0.086
H 3.17 3.20 5.30 0.086
H 3.08 4.91 5.80 0.092
H 3.72 4.47 4.20 0.068
C 6.83 4.24 3.31 -0.030
C 6.89 3.43 4.57 -0.490
O 5.93 2.79 4.96 0.050
C 8.18 3.44 5.35 -0.018
H 5.85 4.15 2.86 0.077
H 7.01 5.29 3.53 0.062
H 7.58 3.88 2.60 0.090
H 8.42 4.46 5.66 0.088
H 8.99 3.04 4.73 0.088
H 8.08 2.81 6.23 0.050
C -0.34 0.56 -9.28 -0.019
C -0.26 -0.24 -8.01 -0.480
O -1.21 -0.86 -7.59 0.061
C 1.06 -0.22 -7.27 -0.012
H -1.34 0.46 -9.71 0.083
H -0.15 1.61 -9.08 0.087
H 0.39 0.18 -10.01 0.086
H 1.31 0.80 -6.98 0.088
H 1.85 -0.63 -7.90 0.088
H 0.98 -0.83 -6.37 0.074
C 6.64 -0.73 7.45 -0.018
C 7.87 -0.06 8.02 -0.494
O 8.27 0.99 7.58 0.063
C 8.56 -0.76 9.16 -0.025
H 6.24 -0.12 6.64 0.080
H 6.90 -1.71 7.06 0.085
H 5.88 -0.83 8.22 0.086
H 8.91 -1.74 8.85 0.084
H 7.88 -0.85 10.01 0.085
H 9.43 -0.17 9.47 0.081
C 6.87 6.64 0.15 -0.019
C 7.91 7.08 1.15 -0.495
O 7.71 6.98 2.35 0.049
C 9.20 7.62 0.61 -0.023
H 5.99 6.27 0.68 0.081
H 6.57 7.49 -0.47 0.086
H 7.26 5.85 -0.48 0.087
H 9.01 8.52 0.01 0.085
H 9.70 6.87 0.00 0.085
H 9.86 7.89 1.44 0.082
C -3.94 6.95 4.98 -0.026
C -2.89 7.38 5.98 -0.504
O -3.08 7.28 7.17 0.058
C -1.60 7.93 5.43 -0.023
H -4.81 6.58 5.51 0.083
H -4.24 7.81 4.37 0.088
H -3.55 6.16 4.34 0.058
H -1.80 8.83 4.84 0.084
H -1.10 7.18 4.81 0.077
H -0.94 8.20 6.26 0.080
C -0.81 -3.75 0.62 -0.024
C -0.07 -4.34 1.79 -0.505
O 0.24 -5.51 1.83 0.061
C 0.27 -3.40 2.92 -0.026
H -0.99 -4.54 -0.12 0.075
H -1.77 -3.35 0.94 0.068
H -0.22 -2.97 0.15 0.085
H -0.64 -2.98 3.35 0.083
H 0.91 -2.59 2.56 0.085
H 0.80 -3.95 3.70 0.079
```

Calculated values
**Calculated total energy**: -3406.19668 Ha
**SMILES string**: C#CC[C@]1(CCCCCC)OS(=O)(=O)O[C@@]1(CC=O)CCCO.CC(C)=O.CC(C)=O.CC(C)=O.CC(C)=O.CC(C)=O.CC(C)=O.CC(C)=O.CC(C)=O.CC(C)=O.CC(C)=O
**Molar mass**: 927.2 g/mol

=====

[3]
Formula: C46H87ClFI2NO17P4
Source: OMol25
Level of theory: ωB97M-V/def2-TZVPD

Structure (XYZ):
```
159
Properties=species:S:1:pos:R:3:lowdin_charge:R:1
C 2.85 -2.52 4.76 -0.071
C 1.96 -2.73 3.47 -0.279
O 1.41 -1.44 3.12 -0.234
P 0.93 -1.40 1.52 0.635
O 2.05 -1.79 0.61 -0.289
C 0.40 0.37 1.23 -0.177
C -1.14 0.57 1.52 -0.218
C -1.39 0.60 3.09 -0.149
C -2.71 1.38 3.36 -0.085
C -2.73 2.77 2.99 -0.004
C -3.94 3.60 3.19 -0.005
C -5.14 3.02 3.74 -0.072
C -6.38 3.97 3.86 -0.125
C -7.12 4.04 2.47 -0.147
C -8.68 3.85 2.55 -0.190
F -9.24 4.24 3.78 -0.076
C -5.17 1.60 4.15 -0.031
C -6.49 1.01 4.76 -0.280
C -7.13 -0.12 3.86 -0.070
C -6.30 0.57 6.30 -0.183
C -6.88 -0.85 6.63 -0.126
C -3.93 0.79 3.97 -0.129
C -3.85 -0.70 4.40 -0.713
I -3.66 -2.07 2.70 0.964
C -2.81 -1.00 5.55 -0.730
C -2.73 0.09 6.68 -0.168
I -3.52 -2.84 6.55 0.838
C -3.60 5.04 2.71 -0.309
O -4.34 5.96 2.37 0.111
N -2.15 5.02 2.79 -0.028
C -1.69 5.32 4.18 -0.582
Cl -0.14 4.48 4.61 0.699
C -1.59 6.91 4.38 -0.219
C -0.54 7.24 5.50 -0.163
C -1.65 3.71 2.37 -0.404
O -0.69 3.50 1.70 0.133
O -0.32 -2.48 1.42 -0.272
C -0.71 -2.74 0.05 -0.282
C -1.84 -3.84 -0.06 -0.093
H 2.34 -1.79 5.43 0.079
H 3.02 -3.47 5.32 0.077
H 3.85 -2.16 4.42 0.077
H 2.53 -3.23 2.64 0.085
H 1.14 -3.44 3.78 0.123
H 0.97 0.97 1.99 0.101
H 0.72 0.61 0.19 0.103
H -1.66 -0.36 1.14 0.050
H -1.61 1.42 0.98 0.103
H -1.40 -0.46 3.42 0.047
H -0.52 1.10 3.61 0.131
H -7.04 3.74 4.73 0.104
H -5.95 4.99 4.04 0.113
H -6.68 3.31 1.74 0.123
H -6.94 5.05 2.02 0.107
H -8.90 2.76 2.39 0.113
H -9.16 4.43 1.71 0.120
H -7.25 1.83 4.80 0.110
H -7.02 0.20 2.79 0.087
H -6.67 -1.13 3.95 0.059
H -8.23 -0.17 4.10 0.088
H -6.87 1.30 6.94 0.114
H -5.23 0.70 6.57 0.076
H -6.90 -0.93 7.76 0.083
H -6.17 -1.66 6.31 -0.005
H -7.92 -1.01 6.28 0.077
H -4.86 -0.95 4.82 0.000
H -1.78 -1.26 5.20 0.056
H -3.55 -0.13 7.41 0.039
H -1.78 -0.05 7.26 0.084
H -2.73 1.15 6.31 0.083
H -2.44 4.98 4.95 0.124
H -1.41 7.42 3.41 0.116
H -2.62 7.20 4.74 0.114
H 0.51 7.14 5.14 0.064
H -0.70 8.31 5.79 0.077
H -0.75 6.57 6.38 0.068
H -1.10 -1.84 -0.49 0.123
H 0.18 -3.14 -0.50 0.105
H -1.71 -4.68 0.66 0.085
H -1.77 -4.26 -1.10 0.087
H -2.87 -3.43 0.08 0.024
O 1.87 -7.00 -1.28 -0.230
P 3.37 -6.76 -1.27 0.663
O 3.39 -5.14 -1.51 -0.222
C 3.01 -4.28 -0.44 -0.301
C 4.17 -4.10 0.53 -0.077
O 3.61 -7.24 -2.84 -0.254
C 2.85 -8.30 -3.40 -0.306
C 1.83 -7.74 -4.37 -0.075
O 5.04 -6.73 -1.09 -0.216
C 5.81 -7.89 -1.42 -0.282
C 6.66 -7.59 -2.63 -0.064
H 2.13 -4.67 0.08 0.105
H 2.75 -3.32 -0.87 0.095
H 4.39 -5.04 1.04 0.073
H 3.93 -3.35 1.28 0.045
H 5.07 -3.80 0.00 0.069
H 2.37 -8.90 -2.62 0.104
H 3.54 -8.96 -3.94 0.114
H 1.17 -7.02 -3.88 0.074
H 1.21 -8.54 -4.80 0.076
H 2.33 -7.21 -5.18 0.076
H 5.17 -8.76 -1.58 0.110
H 6.46 -8.11 -0.56 0.115
H 6.04 -7.36 -3.50 0.074
H 7.30 -8.44 -2.88 0.080
H 7.29 -6.71 -2.45 0.078
O -1.56 4.45 -4.67 -0.227
P -2.32 5.32 -3.69 0.657
O -2.14 6.77 -4.43 -0.215
C -2.88 7.04 -5.62 -0.298
C -4.31 7.44 -5.29 -0.088
O -1.10 5.47 -2.58 -0.245
C -0.21 4.38 -2.34 -0.301
C 1.14 4.67 -2.96 -0.073
O -3.34 6.04 -2.57 -0.211
C -3.45 5.48 -1.25 -0.272
C -2.85 6.46 -0.26 -0.056
H -2.86 6.16 -6.28 0.108
H -2.38 7.85 -6.13 0.118
H -4.86 6.60 -4.85 0.066
H -4.84 7.76 -6.19 0.075
H -4.33 8.25 -4.56 0.081
H -0.62 3.43 -2.70 0.103
H -0.10 4.28 -1.25 0.108
H 1.05 4.84 -4.04 0.075
H 1.83 3.84 -2.80 0.077
H 1.57 5.57 -2.53 0.078
H -2.96 4.51 -1.19 0.109
H -4.51 5.34 -1.03 0.116
H -1.79 6.63 -0.45 0.084
H -2.96 6.09 0.76 0.028
H -3.34 7.43 -0.33 0.092
O 8.23 -0.85 -5.38 -0.227
P 7.22 -1.89 -5.79 0.660
O 7.60 -3.07 -4.71 -0.215
C 7.23 -2.90 -3.35 -0.289
C 5.77 -3.24 -3.13 -0.069
O 8.08 -2.48 -7.09 -0.250
C 8.86 -1.59 -7.89 -0.306
C 10.33 -1.81 -7.59 -0.076
O 5.92 -2.82 -6.31 -0.213
C 5.44 -2.68 -7.65 -0.282
C 5.72 -3.96 -8.41 -0.068
H 7.44 -1.87 -3.02 0.109
H 7.86 -3.57 -2.76 0.115
H 5.12 -2.52 -3.64 0.074
H 5.52 -3.23 -2.07 0.059
H 5.54 -4.23 -3.54 0.083
H 8.57 -0.55 -7.74 0.104
H 8.66 -1.84 -8.93 0.114
H 10.55 -1.65 -6.53 0.075
H 10.95 -1.13 -8.18 0.076
H 10.62 -2.84 -7.82 0.077
H 5.89 -1.81 -8.15 0.110
H 4.36 -2.51 -7.60 0.116
H 6.79 -4.16 -8.47 0.073
H 5.32 -3.90 -9.42 0.080
H 5.27 -4.81 -7.90 0.081
```

Calculated values
**Calculated total energy**: -5659.63017 Ha
**SMILES string**: CCOP(=O)(CCCc1c2c(c(CCCF)c([C@@H](C)CC)c1[C@@H](I)[C@@H](C)I)C(=O)N([C@@H](Cl)CC)C2=O)OCC.CCOP(=O)(OCC)OCC.CCOP(=O)(OCC)OCC.CCOP(=O)(OCC)OCC
**Molar mass**: 1358.3 g/mol

=====

Orbital gap
In order: 5.4 9.5 8.3
Unit: eV
HOMO level
In order: -12.33 -9.12 -9.33
Unit: eV
LUMO level
In order: -6.9 0.4 -1.1
Unit: eV